Record 1
# C9H26NO6PS3

4 unconnected molecules or ions with the total composition C9H26NO6PS3 at a distorted geometry (wB97M-V/def2-TZVPD, OMol25).

Structure (XYZ):
```
46
Properties=species:S:1:pos:R:3
C 3.3169 -6.5158 -1.6254
N 2.5999 -5.3836 -1.0116
C 3.4162 -4.5008 -0.2730
O 3.2222 -4.3185 0.8429
O 4.4342 -3.8645 -0.8765
P 1.4120 -4.5434 -1.9670
C -0.1617 -5.3820 -1.4539
O 1.4975 -4.9607 -3.5595
H 3.1179 -6.6675 -2.6835
H 4.3911 -6.4275 -1.5119
H 3.0399 -7.4367 -1.1177
H 4.1551 -3.5997 -1.7671
H 0.1046 -6.3673 -1.0757
H -0.8903 -5.4121 -2.2506
H -0.4926 -4.8131 -0.5978
H 2.1488 -4.4054 -4.0021
C 1.0042 0.9687 -3.1974
S 0.9656 -0.4837 -2.1349
O 1.3997 -1.6467 -2.9570
C -0.8192 -0.5603 -1.9946
H 2.0427 1.1788 -3.4466
H 0.4409 0.7718 -4.1097
H 0.5775 1.8189 -2.6645
H -1.2643 -0.6557 -2.9854
H -1.1872 0.3396 -1.5011
H -1.0771 -1.4312 -1.3948
C -1.6792 2.1409 1.4546
S -3.1268 1.2853 0.8323
O -2.9873 1.1949 -0.6511
C -4.2859 2.6136 1.1770
H -0.8115 1.4995 1.3002
H -1.5447 3.0774 0.9159
H -1.8044 2.3365 2.5168
H -3.9757 3.5174 0.6534
H -4.3199 2.7929 2.2514
H -5.2686 2.3042 0.8257
C 0.1487 6.3470 3.0190
S -0.7754 5.1122 3.9422
O -1.9254 4.6992 3.0918
C -1.4139 6.2429 5.1852
H 0.6031 5.8571 2.1603
H -0.5255 7.1329 2.6781
H 0.9294 6.7649 3.6545
H -1.9857 7.0356 4.7027
H -0.5838 6.6640 5.7524
H -2.0618 5.6796 5.8536
```

The largest force on an atom comes out at 5.14 eV/Å.

***

Record 2
# C6H9Cl4O7Zr

A molecular structure, C6H9Cl4O7Zr at a distorted geometry (wB97M-V/def2-TZVPD, OMol25).

Structure (XYZ):
```
27
Properties=species:S:1:pos:R:3
Zr -0.3359 -1.0111 0.2868
C 1.6511 0.9962 -1.8922
O 0.4298 1.5817 -1.5230
C -0.1111 1.2170 -0.2310
C 0.5422 2.1609 0.7764
H 1.9820 1.5128 -2.7937
H 1.5601 -0.0708 -2.1149
H 2.4225 1.1251 -1.1242
H 1.6184 2.2076 0.5879
H 0.4048 1.8498 1.8106
H 0.1425 3.1797 0.6729
Cl 2.0922 -1.3687 0.3427
C 1.8194 -2.5846 -1.0806
Cl -0.4652 -3.2253 1.3487
Cl 2.4947 -4.1269 -0.5917
C 0.4364 -2.7205 -1.5525
O 0.0169 -3.6937 -2.1079
O -0.3288 -1.5345 -1.5213
C -1.5855 1.6082 -0.3974
H -2.1010 1.6696 0.5571
H -2.1236 0.9185 -1.0573
H -1.6150 2.5993 -0.8593
O -2.2977 0.8445 2.8693
Cl -1.8186 -0.4580 2.5502
O -2.2869 -0.8346 1.1562
O -2.2070 -1.4338 3.4973
O -0.3368 -0.4084 2.3911
```

The largest force on an atom comes out at 1.71 eV/Å. Its total charge is -1. For the energy above the lowest of the compared OMol25 structures with the same formula, charge and spin, the calculation gives 92.2 kJ/mol.

***

Record 3
# C29H21CeF5N5S3

A molecular structure, C29H21CeF5N5S3 at a distorted geometry (wB97M-V/def2-TZVPD, OMol25).

Structure (XYZ):
```
64
Properties=species:S:1:pos:R:3
Ce -0.0358 -0.0619 -0.4992
C 0.7889 4.7757 -3.2541
C -0.5193 4.8150 -2.4822
N -0.3490 4.3585 -1.1138
C -0.6404 3.1559 -0.6150
S -1.4121 1.9641 -1.6670
N -0.3198 2.9771 0.6568
N -0.5001 1.7105 1.1114
C -0.4076 1.4986 2.3825
C -0.2276 2.5711 3.4056
C -0.4536 0.0800 2.8131
C -0.2848 -0.2937 4.1422
C -0.2872 -1.6439 4.4633
C -0.4692 -2.5835 3.4630
C -0.6319 -2.1318 2.1637
N -0.6088 -0.8417 1.8425
H 0.6382 5.1335 -4.2723
H 1.1785 3.7589 -3.2924
H 1.5434 5.4114 -2.7886
H -1.2644 4.1776 -2.9532
H -0.9349 5.8239 -2.4463
H 0.1653 4.9533 -0.4795
H -0.2987 3.5504 2.9446
H 0.7493 2.4798 3.8863
H -0.9853 2.4794 4.1856
H -0.1440 0.4501 4.9103
H -0.1469 -1.9527 5.4902
H -0.4851 -3.6424 3.6749
H -0.7690 -2.8317 1.3471
F 6.5831 -0.2117 2.0898
C 5.5887 0.0933 1.2611
C 4.2734 -0.1147 1.6453
F 3.9795 -0.6174 2.8446
C 3.2750 0.2100 0.7511
F 1.9761 -0.0060 1.1498
C 3.4906 0.7365 -0.5134
S 2.1678 1.1665 -1.5913
C 4.8272 0.9312 -0.8648
F 5.1396 1.4311 -2.0548
C 5.8599 0.6162 0.0040
F 7.1216 0.8102 -0.3619
S -3.1753 -3.4803 -2.1936
C -4.2054 -2.1857 -1.6735
C -5.5852 -2.0681 -1.8159
C -6.1864 -0.9454 -1.2888
C -5.4343 0.0371 -0.6319
C -4.0679 -0.0755 -0.4950
C -3.4437 -1.2028 -1.0316
N -2.0821 -1.4842 -0.9786
C -1.8334 -2.6508 -1.5264
C -0.4664 -3.1789 -1.5502
C -0.1382 -4.4903 -1.8988
C 1.1892 -4.8913 -1.8699
C 2.2003 -4.0178 -1.4981
C 1.8955 -2.7018 -1.1387
C 0.5676 -2.3292 -1.1671
H -6.1659 -2.8287 -2.3184
H -7.2565 -0.8226 -1.3811
H -5.9375 0.9045 -0.2276
H -3.4938 0.6973 -0.0023
H -0.9037 -5.2016 -2.1854
H 1.4372 -5.9079 -2.1436
H 3.2291 -4.3530 -1.4948
H 2.6862 -2.0100 -0.8676
```

The largest force on an atom comes out at 2.00 eV/Å. Its total charge is +1. For the energy above the lowest of the compared OMol25 structures with the same formula, charge and spin, the calculation gives 0.0 kJ/mol.

***

Record 4
# C44H86BF6N3O18S2

14 unconnected molecules or ions with the total composition C44H86BF6N3O18S2 at a distorted geometry (wB97M-V/def2-TZVPD, OMol25).

Structure (XYZ):
```
160
Properties=species:S:1:pos:R:3
C -0.0621 -0.4124 1.3027
C 0.4786 0.4811 2.5091
C 1.0436 1.8847 2.0038
C 2.4521 2.2693 2.5978
N 3.5593 2.2236 1.6008
C 3.6004 0.9525 0.9128
C 4.1146 -0.3018 1.4957
C 4.0953 -1.5735 0.7530
C 3.5416 -1.6390 -0.6238
B 3.4745 -3.0484 -1.4196
O 2.5234 -4.0240 -1.0345
C 4.4602 -3.3094 -2.6613
C 5.6527 -4.2654 -2.2282
C 3.0433 -0.3866 -1.1735
C 3.0586 0.9150 -0.4572
N 2.5481 2.1307 -1.0770
C 1.2073 1.9391 -1.6180
C 0.1352 2.8694 -1.3076
F 0.4600 3.9371 -0.5161
C -1.2426 2.6665 -1.8232
O -2.1587 3.6450 -1.4409
C -2.4109 3.6346 -0.0089
C -2.1909 5.1257 0.5175
C -1.6044 1.5264 -2.6832
C -3.0514 1.2869 -3.1939
C -4.2075 1.8449 -2.2621
C -5.3079 0.7148 -2.0865
O -4.9612 -0.2459 -1.4307
N -6.6646 0.8328 -2.6241
C -7.5258 0.0879 -1.6880
C -8.1236 0.7886 -0.5344
C -8.9445 0.0449 0.4263
C -9.2095 -1.4051 0.2907
C -8.6494 -2.0843 -0.8742
C -7.8271 -1.3363 -1.8275
C -0.4969 0.5936 -3.0580
S -0.6665 -0.8236 -4.1525
O -0.2128 -2.0717 -3.5349
O -1.9796 -1.0284 -4.7560
C 0.4789 -0.5071 -5.6239
F 1.4525 -1.4771 -5.7297
F 1.0868 0.7254 -5.5663
C -0.3106 -0.5455 -7.0110
F -1.2345 0.4532 -7.1208
F -0.8104 -1.7758 -7.3086
F 0.6423 -0.2652 -7.9799
C 0.8719 0.8146 -2.5058
S 2.2832 -0.3039 -2.8434
H -1.1685 -0.2907 1.1744
H 0.1379 -1.5019 1.4917
H 0.4270 -0.1628 0.3230
H 1.2225 -0.0828 3.1491
H -0.4222 0.7263 3.1443
H 1.0265 1.8410 0.8869
H 0.3224 2.7059 2.2960
H 2.7094 1.6597 3.5084
H 2.3789 3.3376 2.9492
H 4.4310 2.3496 2.1258
H 4.5148 -0.2792 2.5409
H 4.4729 -2.4882 1.2641
H 2.1310 -4.4362 -1.8238
H 3.8824 -3.7201 -3.5371
H 4.8860 -2.2992 -2.9476
H 5.2769 -5.1406 -1.6505
H 6.3861 -3.6938 -1.6030
H 6.1926 -4.6199 -3.1470
H 3.1641 2.3351 -1.8800
H -3.5064 3.4086 0.1401
H -1.7914 2.9023 0.5663
H -3.1441 5.7396 0.4683
H -1.6924 5.1401 1.5213
H -1.4904 5.6005 -0.2318
H -3.1525 1.5915 -4.2700
H -3.2056 0.1681 -3.1749
H -4.6556 2.8064 -2.6136
H -3.7589 1.9371 -1.2339
H -6.7373 0.3463 -3.5295
H -7.9868 1.8780 -0.3402
H -9.4010 0.5245 1.3322
H -9.8173 -1.9758 1.0348
H -8.8240 -3.1743 -1.0146
H -7.3861 -1.8740 -2.7097
C 8.6317 -5.9954 -0.6459
O 7.6955 -6.2160 -1.6907
H 8.8945 -4.9383 -0.6302
H 8.1885 -6.2712 0.3152
H 9.5337 -6.5884 -0.8211
H 7.4768 -7.1544 -1.6853
C 2.6284 -2.0634 4.7429
O 1.7503 -2.2523 3.6434
H 2.8744 -1.0034 4.8171
H 2.1395 -2.3866 5.6638
H 3.5462 -2.6381 4.5863
H 1.5483 -3.1939 3.5996
C 3.4382 5.9826 3.9563
O 2.2131 5.3723 4.3535
H 4.1446 5.2001 3.6840
H 3.2671 6.6300 3.0939
H 3.8472 6.5672 4.7840
H 1.6057 6.0845 4.5890
C -4.1521 -2.5840 -8.9339
O -2.8640 -2.6231 -9.5322
H -4.9021 -2.7152 -9.7125
H -4.2474 -3.3904 -8.2019
H -4.3059 -1.6187 -8.4439
H -2.2184 -2.5051 -8.8254
C -6.4395 6.6920 0.2531
O -5.1708 6.5683 -0.3834
H -6.3906 7.5031 0.9783
H -7.2053 6.9193 -0.4928
H -6.6849 5.7602 0.7676
H -5.2420 5.8459 -1.0175
C -1.3022 -3.8585 -0.3503
O -0.4821 -2.8311 -0.8810
H -0.9740 -4.0762 0.6658
H -2.3457 -3.5298 -0.3297
H -1.2103 -4.7620 -0.9606
H -0.7895 -2.6541 -1.7798
C 6.7852 0.6803 -2.3591
O 7.0391 1.1938 -1.0585
H 7.7247 0.6352 -2.9081
H 6.3625 -0.3255 -2.2819
H 6.0887 1.3382 -2.8869
H 6.1936 1.2230 -0.5929
C -3.3669 -1.4637 2.4769
O -2.2702 -2.1592 3.0552
H -3.1285 -0.4014 2.4469
H -3.5414 -1.8225 1.4590
H -4.2651 -1.6150 3.0824
H -2.5025 -3.0940 3.0713
C -7.5637 3.1856 2.8327
O -7.1426 3.5408 1.5206
H -8.6376 3.3475 2.9096
H -7.3430 2.1321 3.0214
H -7.0510 3.8093 3.5693
H -6.1913 3.3893 1.4766
C 2.8480 -4.5936 7.4940
O 1.9674 -4.7887 6.3940
H 3.0892 -3.5341 7.5635
H 2.3636 -4.9145 8.4196
H 3.7679 -5.1634 7.3399
H 1.7683 -5.7305 6.3519
C 5.0426 3.2252 5.8051
O 3.7458 2.7253 5.5071
H 5.7563 2.4053 5.7377
H 5.3173 4.0017 5.0862
H 5.0601 3.6357 6.8181
H 3.1304 3.4676 5.5721
C 4.8853 -7.7776 -3.3087
O 5.1345 -7.2616 -2.0066
H 5.8299 -7.8343 -3.8479
H 4.4507 -8.7779 -3.2363
H 4.2023 -7.1151 -3.8467
H 4.2861 -7.2204 -1.5498
C -1.7505 5.4646 4.5358
O -0.7347 5.2737 3.5584
H -2.6528 5.8161 4.0370
H -1.9627 4.5189 5.0412
H -1.4289 6.2111 5.2671
H 0.0536 4.9625 4.0224
```

The largest force on an atom comes out at 3.23 eV/Å.

***

Record 5
# C16H19ClF2N4O2

A single C16H19ClF2N4O2 molecule at a distorted geometry (wB97M-V/def2-TZVPD, OMol25).

Structure (XYZ):
```
44
Properties=species:S:1:pos:R:3
C -0.9760 -0.0719 -3.2294
C -1.3176 1.1349 -2.2876
C -2.2526 2.0597 -2.9570
C -3.1286 2.1104 -1.7250
N -2.2418 1.1589 -1.1508
C -1.6790 1.3269 0.1212
N -1.8236 2.4482 0.7403
C -1.3671 2.5778 1.9698
C -1.6529 3.9489 2.5891
F -0.5923 4.4382 3.2614
F -2.7397 3.8619 3.3045
C -0.6466 1.5040 2.5792
Cl -0.1547 1.5686 4.2664
C -0.4975 0.3772 1.7808
N 0.4169 -0.5831 2.1272
C 1.8193 -0.1814 2.0906
C 2.5559 -1.4826 1.5794
C 2.2280 -1.8803 0.2320
C 3.1988 -2.6976 -0.5871
C 2.5886 -3.8758 -1.3240
O 1.8961 -4.6939 -0.7877
O 2.6108 -3.7672 -2.5973
C 1.5145 -2.5565 1.4364
C 0.1974 -1.9734 1.7751
N -0.9804 0.3235 0.5642
H -0.2771 0.3877 -4.0180
H -0.4416 -0.6379 -2.5468
H -1.8969 -0.5602 -3.7685
H -0.3106 1.6694 -2.1871
H -1.8365 3.0233 -3.0224
H -2.7184 1.7990 -3.8616
H -4.1557 1.8718 -1.8888
H -3.1737 3.0991 -1.3624
H -1.8347 4.5410 1.7236
H 2.1917 0.1585 3.0503
H 1.9327 0.5850 1.3224
H 3.5622 -1.8449 2.0115
H 1.6163 -1.2003 -0.4420
H 3.5602 -2.0985 -1.3601
H 3.9078 -3.1004 0.0896
H 1.9680 -4.5343 -2.8159
H 1.6924 -3.5420 1.5374
H -0.0980 -2.5134 2.6020
H -0.6639 -2.1783 1.1651
```

The largest force on an atom comes out at 4.72 eV/Å. For the energy above the lowest of the compared OMol25 structures with the same formula, charge and spin, the calculation gives 246.5 kJ/mol. The SMILES is C[C@H]1CCN1c1nc(C(F)F)c(Cl)c(N2C[C@@H]3[C@@H](CC(=O)O)[C@@H]3C2)n1.

***

Short version: E_tot = -2400.537390; -2648.391395; -3560.332774; -4666.746693; -1650.398309 hartree, in the order given.